24
Properties=species:S:1:pos:R:3 method="wB97M-V/def2-TZVPD" total_charge=0 homo_energy_ha=-0.316 smiles=CNCCCN.O.O orbital_gap_ha=0.3338 lumo_ha=0.0180
C 1.224 2.045 -1.192
N 0.503 1.738 0.033
C -0.777 1.077 -0.212
C -1.357 0.450 1.053
C -1.802 -1.013 0.936
N -0.983 -2.006 1.606
H 1.439 1.157 -1.799
H 2.132 2.569 -0.915
H 0.639 2.757 -1.775
H 1.036 1.110 0.623
H -0.671 0.402 -1.067
H -1.499 1.823 -0.565
H -0.632 0.573 1.865
H -2.147 1.080 1.454
H -2.829 -1.104 1.308
H -1.881 -1.274 -0.113
H -0.396 -2.514 0.961
H -0.439 -1.700 2.398
O -0.049 -1.737 -1.883
H 0.225 -0.844 -1.652
H 0.094 -1.831 -2.829
O 2.495 -0.825 0.265
H 3.396 -0.538 0.485
H 2.278 -1.397 1.012

24
Properties=species:S:1:pos:R:3 method="wB97M-V/def2-TZVPD" total_charge=0 homo_energy_ha=-0.346 smiles=NCCCCN.O.O orbital_gap_ha=0.3685 lumo_ha=0.0223
N 0.058 -1.182 -2.085
C -0.881 -0.154 -1.605
C -1.218 -0.297 -0.124
C -1.141 0.927 0.805
C 0.169 1.702 0.742
N 1.089 1.289 1.804
H -0.360 -1.748 -2.812
H 0.336 -1.815 -1.340
H -1.803 -0.189 -2.175
H -0.398 0.804 -1.774
H -2.180 -0.797 0.019
H -0.535 -1.041 0.327
H -1.350 0.631 1.835
H -1.988 1.586 0.569
H 0.623 1.620 -0.246
H -0.042 2.769 0.853
H 1.570 0.431 1.571
H 1.794 1.998 1.951
O 2.636 0.393 -2.070
H 2.019 -0.361 -2.119
H 3.236 0.151 -1.354
O -0.480 -2.411 2.757
H -1.045 -2.723 2.043
H -0.110 -1.584 2.428

24
Properties=species:S:1:pos:R:3 method="wB97M-V/def2-TZVPD" total_charge=0 homo_energy_ha=-0.341 smiles=NCCCCN.O.O orbital_gap_ha=0.3617 lumo_ha=0.0206
N -3.055 -0.809 0.056
C -1.657 -1.292 0.119
C -0.856 -0.865 1.349
C -0.683 0.642 1.461
C 0.371 1.235 0.542
N 1.765 0.957 0.850
H -3.176 -0.153 0.825
H -3.686 -1.558 0.325
H -1.154 -0.900 -0.770
H -1.583 -2.377 0.028
H -1.268 -1.305 2.260
H 0.121 -1.323 1.192
H -0.406 0.944 2.480
H -1.622 1.188 1.328
H 0.071 1.026 -0.489
H 0.257 2.327 0.584
H 1.890 0.225 1.537
H 2.305 0.776 0.017
O 1.625 1.315 -2.435
H 1.991 2.020 -1.888
H 0.806 1.644 -2.817
O 1.876 -1.339 -1.276
H 1.800 -0.456 -1.680
H 2.048 -1.313 -0.335

24
Properties=species:S:1:pos:R:3 method="wB97M-V/def2-TZVPD" total_charge=0 homo_energy_ha=-0.319 smiles=CNCCCN.O.O orbital_gap_ha=0.3417 lumo_ha=0.0225
C 0.088 1.898 -1.931
N -0.116 1.159 -0.686
C -1.290 1.554 0.055
C -1.351 1.053 1.526
C -1.433 -0.419 1.955
N -0.232 -1.194 1.626
H -0.950 2.280 -2.270
H 0.423 1.215 -2.733
H 0.804 2.720 -1.870
H -0.032 0.171 -0.869
H -2.309 1.435 -0.403
H -1.310 2.669 0.125
H -0.642 1.588 2.147
H -2.382 1.463 1.812
H -1.665 -0.523 3.012
H -2.219 -0.869 1.344
H 0.338 -0.824 0.873
H 0.395 -1.069 2.425
O 1.161 -1.820 -2.529
H 0.304 -2.233 -2.398
H 1.549 -1.685 -1.655
O 2.408 -1.571 0.331
H 2.931 -0.953 0.846
H 2.076 -2.291 0.873

24
Properties=species:S:1:pos:R:3 method="wB97M-V/def2-TZVPD" total_charge=+1 homo_energy_ha="-0.303 / -0.476" spin_multiplicity=2 s2=0.754 orbital_gap_ha="0.1713 / 0.3446" lumo_ha="-0.1314 / -0.1315"
C -0.375 -1.454 0.251
C 0.330 -0.131 0.551
C 1.012 0.531 -0.649
C 1.824 2.910 -0.455
N 0.857 1.998 -0.653
N -1.490 -1.777 1.366
H -0.878 -1.398 -0.672
H 0.266 -2.388 0.130
H -0.425 0.469 0.989
H 1.049 -0.264 1.304
H 1.947 0.293 -0.645
H 0.708 0.161 -1.568
H 2.710 2.437 -0.022
H 1.584 4.013 -0.473
H -0.175 2.200 -0.800
H -2.163 -1.060 1.625
H -1.003 -2.031 2.236
H -2.143 -2.636 1.057
H -2.489 1.963 2.087
H -3.324 1.079 1.380
O -2.429 1.205 1.544
H 1.856 -2.409 -2.693
H 1.191 -3.415 -1.938
O 1.051 -2.416 -2.191

26
Properties=species:S:1:pos:R:3 method="wB97M-V/def2-TZVPD" total_charge=0 homo_energy_ha=-0.334 smiles="C[C@@H](CN)NC=O.O.O.O" orbital_gap_ha=0.3544 lumo_ha=0.0205
C 1.197 2.068 -1.122
C 0.505 0.791 -1.829
C 1.131 -0.470 -1.264
N 0.905 -1.502 -2.368
N -0.957 0.728 -1.700
C -1.475 1.038 -0.426
O -0.833 1.637 0.471
H 2.100 2.337 -1.616
H 1.780 1.967 -0.221
H 0.512 2.868 -1.129
H 0.695 0.833 -2.971
H 2.253 -0.374 -1.209
H 0.674 -0.865 -0.308
H 0.843 -2.496 -1.962
H 1.389 -1.382 -3.231
H -1.735 0.319 -2.284
H -2.565 0.904 -0.148
O -2.395 -0.127 2.144
H -2.545 -0.338 3.054
H -1.727 0.552 1.900
O -0.298 -2.301 2.108
H -1.002 -2.649 2.680
H -0.803 -1.479 1.750
O 2.061 -0.837 2.484
H 1.296 -1.427 2.457
H 2.771 -0.889 1.895

24
Properties=species:S:1:pos:R:3 method="wB97M-V/def2-TZVPD" total_charge=+1 homo_energy_ha=-0.456 orbital_gap_ha=0.3372 lumo_ha=-0.1186
N 1.521 -2.291 -0.041
C 1.894 -1.201 -1.158
C 0.681 -0.500 -1.689
N 0.272 0.458 -0.606
C -1.112 1.267 -0.950
C -1.442 2.096 0.317
N -2.205 1.424 1.362
H 0.583 -2.525 -0.223
H 1.486 -1.823 0.896
H 2.243 -3.004 0.094
H 2.420 -1.632 -2.001
H 2.575 -0.288 -0.640
H -0.254 -0.986 -1.998
H 0.934 0.224 -2.548
H 0.114 0.050 0.242
H -0.826 1.945 -1.815
H -1.851 0.615 -1.362
H -1.816 3.051 -0.227
H -0.394 2.318 0.715
H -2.371 2.026 2.104
H -2.983 1.034 0.992
H -0.392 -0.282 2.599
H 0.764 -0.978 3.386
O 0.161 -0.998 2.550

25
Properties=species:S:1:pos:R:3 method="wB97M-V/def2-TZVPD" total_charge=-1 homo_energy_ha="-0.035 / -0.001" orbital_gap_ha="0.1528 / 0.1183" lumo_ha="0.1175 / 0.1173"
C -2.401 2.087 -1.232
Sn 1.201 -0.475 -2.664
N 2.025 -2.564 -2.772
H 0.500 0.246 -4.140
H 2.967 -2.197 -2.785
H -3.205 1.634 -1.787
H -2.201 3.043 -1.623
H -1.437 1.477 -1.196
H -2.708 2.496 -0.298
H 1.931 -3.104 -1.919
H 1.888 -3.150 -3.567
C -0.998 1.279 2.078
N -1.111 -0.134 1.543
C -0.187 -0.675 0.693
S -0.515 -1.441 -0.788
N 1.108 -0.481 1.045
C 1.510 -0.424 2.471
H 0.042 1.651 2.077
H -1.366 1.285 3.116
H -1.633 1.994 1.527
H -2.092 -0.329 1.303
H 1.799 -0.928 0.441
H 2.160 -1.293 2.678
H 2.111 0.476 2.691
H 0.611 -0.477 3.106